Entry from OMol25: 11 unconnected molecules or ions with the total composition C5H31N2O11 in a non-equilibrium geometry (wB97M-V/def2-TZVPD).

Structure (ORCA input):
```
! wB97M-V def2-TZVPD RIJCOSX def2/J DEFGRID3
* xyz -1 1
C 1.85347 0.50288 1.38338
O 1.55599 1.83134 1.10227
C 2.10872 -0.31353 0.15108
C 0.86614 -1.04808 -0.36835
C 0.29443 -0.57689 -1.65518
C 0.90681 -0.47680 -2.84466
N 0.27846 0.26204 -3.85133
N -1.12151 -0.14508 -1.65024
H 1.07432 0.04265 2.03624
H 2.69607 0.59002 2.07635
H 2.94955 -0.96233 0.31696
H 2.45533 0.46238 -0.57581
H 0.00335 -0.89776 0.29660
H 0.96916 -2.12018 -0.37257
H 1.84512 -0.90752 -3.17358
H -0.64326 0.58601 -3.54348
H 0.23721 -0.11420 -4.77761
H -1.13866 0.78629 -1.17995
H -1.73938 -0.70967 -1.07470
H -0.50821 -3.02992 2.58501
H -0.99676 -4.06516 1.52769
O -1.22407 -3.64861 2.38077
H -2.87811 -1.26041 1.20122
H -2.55804 -2.70170 1.70913
O -3.12779 -2.21095 1.05067
H -0.36140 -5.01973 -0.17867
H 0.87007 -5.46506 0.66584
O -0.09154 -5.45656 0.64429
H 1.08047 3.93256 1.20202
H 0.65821 1.87417 0.66738
O 0.28808 4.48460 1.12326
H -0.01288 2.66630 -1.11522
H -0.02520 2.67190 -2.66607
O 0.45157 3.00671 -1.90469
H 3.35431 2.37173 -0.99506
H 2.98900 3.64280 -0.36734
O 3.75670 3.22823 -0.80740
H -1.93401 2.63474 0.15549
H -0.19086 3.98222 0.41706
O -1.02548 2.32958 0.26551
H 0.26156 3.07489 2.46749
H -0.74109 2.07255 2.12556
O -0.28371 2.37899 2.91341
H -2.06405 -3.23644 -1.36410
H -2.61073 -3.31934 0.03411
O -2.16384 -3.89560 -0.66321
H -1.81104 1.24327 0.92270
H -2.32148 0.52299 2.32713
O -2.23102 0.39966 1.38058
*
```

## Properties
- F_max: 0.0403 hartree/bohr
- Gap between HOMO and LUMO: 7.76 eV
- DFT total energy: -31192.491 eV
- Energy above the lowest of the compared OMol25 structures with the same formula, charge and spin: 0.976 eV
- HOMO energy: -0.1937 hartree
- Molecular weight: 295.306 u

Now the Löwdin charges, all in e: C -0.2894; O -0.1175; C -0.1546; C -0.1527; C -0.3198; C -0.1653; N 0.0181; N 0.0503; H 0.1218; H 0.1196; H 0.0987; H 0.1121; H 0.0980; H 0.0968; H 0.1102; H 0.0591; H 0.0601; H 0.0535; H 0.0544; H 0.0619; H 0.0040; O -0.0619; H 0.0178; H 0.0243; O -0.1080; H 0.0251; H 0.0491; O -0.0618; H 0.0096; H 0.0526; O -0.0862; H -0.0384; H 0.0087; O -0.0758; H 0.0037; H 0.0272; O -0.0762; H 0.0334; H 0.0182; O -0.3788; H 0.0134; H -0.0395; O -0.1011; H 0.0327; H -0.0075; O -0.1022; H -0.0092; H 0.0411; O -0.1295

Entry from OMol25: 10 unconnected molecules or ions with the total composition C5H31N2O9 in a non-equilibrium geometry (wB97M-V/def2-TZVPD).

Structure (ORCA input):
```
! wB97M-V def2-TZVPD RIJCOSX def2/J DEFGRID3
* xyz 1 1
C -0.72744 1.37531 -0.45336
C 0.65360 1.41262 -1.08914
C 1.57417 0.62421 -0.21056
C 1.88163 0.91883 1.05626
N 2.78982 0.21865 1.82783
C 2.31100 -0.50471 -0.91110
N -1.87879 1.65607 -1.43591
H -0.86027 2.03788 0.36889
H -1.00603 0.34431 -0.20507
H 1.11779 2.40875 -1.30356
H 0.54906 0.96691 -2.10185
H 1.51948 1.86337 1.44746
H 2.88101 0.31184 2.82254
H 3.11589 -0.66357 1.45949
H 2.04944 -0.74756 -1.94212
H 1.97175 -1.40782 -0.37203
H 3.38252 -0.32232 -0.90626
H -1.85781 2.64395 -1.68027
H -2.74305 1.29715 -1.01398
H -1.80227 1.12515 -2.31982
H -2.43394 4.42361 1.10539
H -3.02036 3.08027 1.19748
O -2.17652 3.49452 0.99460
H -0.33177 -2.68348 -2.07063
H -0.69017 -1.86101 -0.88345
O -0.61786 -1.80147 -1.85276
H 3.94920 3.00410 -0.51632
H 2.87984 2.28516 -1.20632
O 3.01188 3.12852 -0.76458
H -0.53995 -0.95761 4.73299
H 0.24912 -0.24150 3.59306
O -0.34935 -0.97741 3.78668
H -4.56381 0.09501 0.70510
H -3.11800 -0.23946 1.13093
O -3.65021 0.38509 0.57237
H -1.48381 -1.09686 -3.06343
H -2.25414 -0.48334 -4.35156
O -1.89122 -0.30266 -3.46685
H -2.65566 -2.20828 2.13203
H -1.57586 -1.27363 2.49227
O -2.12464 -1.51715 1.69915
H -0.53060 -3.94496 0.30434
H -0.49644 -2.47476 1.04828
O -0.12105 -3.06257 0.38343
H 3.74039 -3.68614 -0.83861
H 2.46956 -3.38239 0.13229
O 3.40391 -3.26064 -0.03331
*
```

## Properties
- F_max: 0.0378 hartree/bohr
- Gap between HOMO and LUMO: 7.72 eV
- DFT total energy: -27090.162 eV
- Energy above the lowest of the compared OMol25 structures with the same formula, charge and spin: 2.389 eV
- HOMO energy: -0.3776 hartree
- Molecular weight: 263.308 u

Now the Löwdin charges, all in e: C -0.1326; C -0.1564; C -0.3430; C -0.1866; N 0.0877; C -0.0621; N 0.1824; H 0.0809; H 0.1062; H 0.1127; H 0.1230; H 0.1301; H 0.0842; H 0.0778; H 0.0792; H 0.0482; H 0.0884; H 0.1582; H 0.1115; H 0.0968; H 0.0660; H 0.0407; O -0.0499; H 0.0644; H 0.0258; O -0.0469; H 0.0698; H 0.0075; O -0.0602; H 0.0751; H 0.0568; O -0.0341; H 0.0605; H 0.0066; O -0.0755; H -0.0019; H 0.0702; O -0.0835; H 0.0957; H 0.0401; O -0.0700; H 0.0909; H 0.0188; O -0.0517; H 0.0579; H 0.0025; O -0.0620

Entry from OMol25: 10 unconnected molecules or ions with the total composition C5H31NO10 in a non-equilibrium geometry (wB97M-V/def2-TZVPD).

Structure (ORCA input):
```
! wB97M-V def2-TZVPD RIJCOSX def2/J DEFGRID3
* xyz 0 1
C 3.14987 -1.16105 -2.09405
C 1.75123 -0.56595 -2.31142
C 0.69965 -1.24201 -1.34485
N 0.67630 -0.44044 -0.11435
C -0.64727 -0.01681 0.24754
C -0.84820 0.23974 1.72070
O -1.07966 1.64513 1.88745
H 4.00487 -0.51129 -1.90555
H 3.21361 -1.74115 -1.13741
H 3.39013 -1.86349 -2.89420
H 1.53576 -0.61614 -3.39882
H 1.85155 0.52541 -2.11728
H -0.35651 -1.15211 -1.77289
H 0.93409 -2.33737 -1.31583
H 1.45660 0.23513 0.01429
H -1.07250 0.81780 -0.35204
H -1.53676 -0.67030 0.01260
H -1.75645 -0.31140 1.99746
H -0.15682 -0.21624 2.40514
H -1.89081 1.87064 1.39629
O 1.92934 0.16384 3.79378
H 1.82364 -0.80201 3.61504
H 1.09959 0.55332 4.09014
O -0.29563 -3.62161 0.28447
H 0.23665 -4.18812 0.83641
H -0.11037 -2.74109 0.60310
O -1.73865 1.77324 -2.84427
H -2.06304 1.96808 -3.74815
H -2.68184 1.72544 -2.59556
O -4.03050 0.71856 -1.51505
H -4.45601 -0.13847 -1.35689
H -4.60475 1.31871 -0.92708
O 1.76723 -2.77902 1.29162
H 2.28566 -3.27914 0.63600
H 1.76993 -1.86177 1.01329
O 0.49659 4.31420 1.78844
H 1.38636 4.20617 2.10685
H 0.05308 3.52196 1.47168
O 2.48023 1.02158 1.32937
H 3.09784 1.62199 1.75252
H 2.22217 0.44879 2.14248
O -2.74620 -2.65298 -1.00619
H -2.84519 -3.55937 -1.31810
H -2.06557 -2.62697 -0.28363
O -2.20246 4.05756 0.28069
H -2.71239 3.74049 -0.47105
H -1.41445 4.60855 0.10733
*
```

## Properties
- F_max: 0.0584 hartree/bohr
- Gap between HOMO and LUMO: 8.56 eV
- DFT total energy: -27650.842 eV
- Structure (SMILES): CCCNCCO.O.O.O.O.O.O.O.O.O
- Energy above the lowest of the compared OMol25 structures with the same formula, charge and spin: 3.448 eV
- HOMO energy: -0.3075 hartree
- Molecular weight: 265.300 u

Now the Löwdin charges, all in e: C -0.1241; C -0.2216; C -0.2165; N -0.0849; C -0.2223; C -0.2288; O -0.0845; H 0.0641; H 0.0610; H 0.0651; H 0.1030; H 0.1076; H 0.1257; H 0.1026; H 0.0868; H 0.1193; H 0.1051; H 0.1118; H 0.0860; H 0.0749; O -0.0503; H 0.0817; H 0.0671; O -0.0703; H 0.0375; H -0.0049; O -0.0863; H 0.0480; H -0.0093; O -0.0827; H 0.0471; H 0.0923; O -0.0804; H 0.0657; H -0.0006; O -0.0551; H 0.0209; H -0.0037; O -0.1015; H 0.0415; H 0.0283; O -0.0879; H 0.0367; H 0.0101; O -0.0567; H 0.0296; H 0.0533

Entry from OMol25: 10 unconnected molecules or ions with the total composition C5H31NO9 in a non-equilibrium geometry (wB97M-V/def2-TZVPD).

Structure (ORCA input):
```
! wB97M-V def2-TZVPD RIJCOSX def2/J DEFGRID3
* xyz 0 1
C 1.26091 1.91871 2.54234
C 0.70216 1.97686 1.05089
C -0.46321 2.90310 0.96733
C 0.19026 0.56996 0.74035
C -0.28073 0.37497 -0.75064
N -0.30255 -1.02564 -1.35154
H 1.86594 2.70276 2.86382
H 0.29029 1.92681 3.12412
H 1.88295 1.15354 2.78238
H 1.60761 2.29917 0.46809
H -1.36645 2.24662 0.94881
H -0.35463 3.59363 1.74373
H -0.62803 3.61909 0.17099
H 1.17861 -0.02044 0.88840
H -0.66977 0.28300 1.43051
H -1.34332 0.79077 -1.04230
H 0.46652 0.94686 -1.29870
H 0.63134 -1.38549 -1.32777
H -0.89607 -1.64166 -0.72484
O -3.24180 -0.32878 1.38118
H -2.46441 -0.80975 1.18298
H -4.02056 -0.63142 0.85654
O 1.89669 3.02644 -1.56826
H 1.51476 2.36496 -1.91423
H 2.85803 2.64012 -1.63517
O 1.84234 1.22373 -3.64665
H 2.83663 0.87189 -3.79019
H 1.30889 0.41969 -3.42795
O -0.85130 -1.52005 4.19131
H -0.24562 -1.18377 3.53876
H -1.48258 -0.83921 4.30003
O -4.28585 -2.10096 -0.38397
H -4.18600 -1.55986 -1.21473
H -3.43875 -2.64237 -0.59334
O 0.15437 -3.22050 1.49672
H 0.25579 -4.19999 1.53156
H -0.09244 -3.22048 2.40426
O -2.97421 -1.81295 -2.79788
H -2.53531 -1.06788 -3.05079
H -2.18419 -2.33952 -2.82121
O 2.37499 -2.45589 -1.92630
H 1.48165 -2.96432 -2.15888
H 2.32635 -2.58025 -1.00993
O 3.09286 0.85276 -0.94568
H 2.40833 0.32904 -0.85338
H 3.87954 0.51667 -0.37075
*
```

## Properties
- F_max: 0.2129 hartree/bohr
- Gap between HOMO and LUMO: 9.50 eV
- DFT total energy: -25601.675 eV
- Structure (SMILES): CC(C)CCN.O.O.O.O.O.O.O.O.O
- Energy above the lowest of the compared OMol25 structures with the same formula, charge and spin: 5.567 eV
- HOMO energy: -0.3597 hartree
- Molecular weight: 249.301 u

Now the Löwdin charges, all in e: C -0.0515; C -0.4311; C -0.0773; C -0.1946; C -0.2284; N -0.0006; H 0.0498; H 0.1006; H 0.0254; H 0.1155; H 0.0923; H 0.0547; H 0.0817; H 0.1270; H 0.1062; H 0.1493; H 0.0606; H -0.0129; H 0.0754; O -0.0732; H -0.0310; H 0.0303; O -0.0420; H -0.1591; H 0.0978; O -0.1120; H 0.1328; H 0.0397; O -0.0256; H 0.0079; H 0.0199; O -0.1206; H 0.0400; H 0.0795; O -0.0614; H 0.0637; H -0.0041; O -0.0105; H -0.0101; H 0.0368; O -0.0767; H 0.1171; H -0.0135; O -0.0210; H -0.0888; H 0.1419

Entry from OMol25: 12 unconnected molecules or ions with the total composition C5H32N3O11 in a non-equilibrium geometry (wB97M-V/def2-TZVPD).

Structure (ORCA input):
```
! wB97M-V def2-TZVPD RIJCOSX def2/J DEFGRID3
* xyz 1 1
C -0.54651 1.24012 1.29253
C -1.39335 0.36374 0.38857
C -0.51354 -0.44008 -0.53642
C 0.77157 -0.44345 -1.01080
N 0.92893 -1.53302 -1.85680
C -0.22978 -2.19724 -1.88062
N -1.05312 -1.65176 -0.97600
N 0.81933 1.62377 0.86989
H -0.39279 0.48756 2.05952
H -0.95797 2.17131 1.65085
H -2.19748 0.79925 -0.20050
H -2.00700 -0.29934 1.08210
H 1.66772 0.12403 -0.80379
H 1.74690 -1.59604 -2.44904
H -0.47927 -3.17120 -2.24986
H -1.99132 -1.95989 -0.75271
H 0.76207 2.06769 -0.02360
H 1.38491 2.25852 1.41876
H 2.33985 -3.62875 1.76779
H 2.61422 -3.90911 0.38162
O 1.90963 -4.09443 1.03159
H -3.72187 0.92586 -1.56400
H -4.41671 1.65572 -0.47121
O -4.52302 0.91942 -1.07646
H 3.23908 -1.64116 -0.35594
H 4.06561 -2.58394 -1.40981
O 3.36226 -1.91436 -1.33492
H -0.72733 -3.80660 2.12843
H 0.33591 -2.87858 1.56253
O -0.58880 -3.06040 1.54575
H -4.19781 -2.67391 0.70038
H -2.82400 -2.23852 0.82533
O -3.42416 -2.57009 0.08539
H 1.41207 4.84592 0.99647
H 1.57177 3.87708 2.19343
O 0.92942 4.22060 1.57256
H -0.94175 3.84662 -0.30106
H -1.71240 4.10460 -1.60017
O -1.67482 3.51889 -0.85556
H -0.10386 1.53264 -3.07410
H -1.36562 2.01668 -2.17173
O -0.69937 1.38961 -2.33617
H -1.02502 -1.45802 2.57771
H -2.34992 -1.64417 3.39443
O -1.74017 -0.99850 3.05042
H 2.53928 2.24924 -2.32083
H 2.10120 3.74393 -1.89525
O 2.57601 3.16571 -2.52775
H 4.10531 -0.60492 1.68751
H 2.99616 0.30068 0.91992
O 3.61954 -0.45172 0.85165
*
```

## Properties
- F_max: 0.0642 hartree/bohr
- Gap between HOMO and LUMO: 9.30 eV
- DFT total energy: -32689.916 eV
- Energy above the lowest of the compared OMol25 structures with the same formula, charge and spin: 2.474 eV
- HOMO energy: -0.4410 hartree
- Molecular weight: 310.321 u

Now the Löwdin charges, all in e: C -0.2033; C -0.1102; C -0.1953; C -0.0510; N 0.1054; C -0.0356; N 0.1574; N -0.0047; H 0.0902; H 0.1120; H 0.0807; H 0.1077; H 0.0989; H 0.1472; H 0.1565; H 0.1006; H 0.0390; H 0.0461; H 0.0549; H 0.0444; O -0.0489; H -0.0086; H 0.0402; O -0.0262; H 0.0315; H 0.0659; O -0.1106; H 0.0750; H 0.0072; O -0.0311; H 0.0964; H 0.0369; O -0.0800; H 0.0715; H 0.0452; O -0.0527; H 0.0460; H 0.0493; O -0.0329; H 0.0651; H -0.0101; O -0.0215; H 0.0074; H 0.0460; O -0.0662; H -0.0013; H 0.0450; O -0.0391; H 0.0847; H 0.0385; O -0.0634